Record 1
Formula: C22H24AuNO4S
Source: the OMol25 dataset
Level of theory: ωB97M-V/def2-TZVPD

Geometry (Å):
Au -0.44138 -0.71743 0.47132
C -2.15397 -1.00330 -0.82937
C -2.10139 0.42773 -1.10332
C -1.17652 0.63251 -2.15370
H -2.74826 1.18253 -0.66844
C -0.56833 -0.59959 -2.49421
C -1.11935 -1.61884 -1.67026
H -0.95307 -2.68889 -1.76807
H -2.92521 -1.54340 -0.29099
H -1.04947 1.56715 -2.69840
H 0.11939 -0.75509 -3.32536
C 1.27431 -0.87728 1.91607
C 1.20602 -2.11788 1.12576
C 1.89964 -1.86883 -0.11299
H 0.85256 -3.07064 1.50978
C 2.49602 -0.58501 -0.03251
C 2.13518 0.02030 1.19130
H 2.50617 0.96814 1.57211
H 0.93419 -0.79426 2.94424
H 2.02712 -2.57503 -0.92811
H 3.20873 -0.18657 -0.75144
O 0.86543 2.04863 -0.41674
C 1.82894 2.74286 -1.26196
C 1.01332 4.05604 -1.23674
C 1.94766 2.06244 -2.60073
C 3.17069 2.88267 -0.57275
C 0.07936 3.27555 -0.31636
H 0.57393 4.33992 -2.19704
H 1.52644 4.88772 -0.74854
H 0.05103 3.63619 0.71975
H -0.93050 3.12236 -0.71167
H 2.69764 2.57397 -3.21400
H 0.99098 2.07579 -3.12693
H 2.25905 1.02126 -2.46763
H 3.76454 3.65321 -1.08422
H 3.72411 1.93809 -0.61003
H 3.03278 3.17483 0.47377
O -2.09754 1.99102 1.65288
C -2.35501 0.94154 2.24350
N -1.75734 -0.29005 1.98100
S -2.20828 -1.61035 2.91697
O -2.86285 -2.61114 2.11369
O -1.12328 -1.99146 3.78398
C -3.40158 -0.59765 3.71936
C -4.39570 -1.09807 4.54702
C -5.36153 -0.20250 5.01649
C -5.31527 1.15567 4.64298
C -4.32267 1.62831 3.78681
C -3.36816 0.72322 3.30418
H -4.39303 -2.15716 4.79488
H -6.14468 -0.57369 5.66946
H -6.08394 1.82735 5.02487
H -4.27140 2.67095 3.47203

Atoms 1-2, force components in eV/Å:
Au -0.4 -0.2 0.7
C 1.0 0.3 -1.2

Output
Kohn-Sham gap (alpha / beta) = 2.897 / 5.195 eV
LUMO energy (alpha / beta) = 4.68 / 4.68 eV
spin multiplicity = 3
maximum force = 4.57 eV/A
total charge = -2
energy relative to the best compared isomer or geometry (same formula, charge and spin) = 0.9 kcal/mol
calculated total energy = -47405.33513 eV

=====

Record 2
Formula: C22H24ClIMoN2O8Si2
Source: the OMol25 dataset
Level of theory: ωB97M-V/def2-TZVPD

Geometry (Å):
Mo -0.04011 -0.20074 0.42714
O 0.22569 -0.27594 2.18924
C 1.11469 -0.45254 3.06794
C 2.48759 -0.39304 2.70534
C 3.46089 -0.48174 3.70254
C 4.80179 -0.45394 3.38254
C 5.21939 -0.38784 2.04444
C 4.29099 -0.28284 1.04674
C 2.89489 -0.23174 1.32434
O 2.07169 -0.01254 0.36924
N 5.76969 -0.47144 4.43204
O 5.35969 -0.44744 5.57764
O 6.94679 -0.48844 4.12704
H 0.82219 -0.64444 4.09894
H 3.16089 -0.56724 4.73524
H 6.27809 -0.40914 1.83494
H 4.59199 -0.22234 0.01054
C 0.64739 -2.21404 -2.83146
Si 0.02269 -0.53674 -2.11816
C 0.92709 0.79796 -3.22456
C -1.86801 -0.43394 -2.63066
C -2.17571 -0.39764 -3.98586
C -3.49031 -0.36234 -4.41756
C -4.51631 -0.37184 -3.48946
C -4.22071 -0.41954 -2.13926
C -2.90331 -0.44214 -1.69616
Si -2.54841 -0.50654 0.20694
C -3.45421 -2.00154 1.00394
C -3.50811 1.01256 0.97994
H 0.51769 -2.27164 -3.91066
H 0.09619 -3.04064 -2.39076
H 1.69999 -2.37214 -2.60646
H 0.95849 0.46356 -4.25726
H 1.95059 0.93996 -2.88956
H 0.44209 1.76996 -3.22136
H -1.37941 -0.39844 -4.71486
H -3.71061 -0.33224 -5.47656
H -5.54661 -0.34104 -3.81566
H -5.01871 -0.43644 -1.41176
H -4.53571 -1.91944 0.92304
H -3.20581 -2.08064 2.06104
H -3.14381 -2.92464 0.52554
H -4.58321 0.85756 0.94794
H -3.30211 1.94456 0.45834
H -3.23721 1.15416 2.02544
I -1.29311 5.04056 -2.21706
C -0.55531 3.99346 -0.54646
C 0.03969 4.67806 0.50544
C 0.48109 3.89966 1.56804
C 0.35849 2.53116 1.52134
N -0.20311 1.85006 0.48764
C -0.67651 2.62226 -0.52286
H 0.15529 5.74896 0.49574
H 0.93219 4.35856 2.43454
H 0.74299 1.94456 2.34814
H -1.17731 2.10226 -1.33126
O -0.25131 -4.09024 1.68204
Cl 0.15769 -3.54044 0.45414
O -0.96951 -3.16914 -0.33196
O 1.01889 -4.38534 -0.26026
O 0.86889 -2.29784 0.73294

Atoms 1-2, force components in eV/Å:
Mo -1.3 -1.7 -4.0
O 0.7 -0.4 5.6

Output
Kohn-Sham gap (alpha / beta) = 6.727 / 6.030 eV
LUMO energy (alpha / beta) = -1.96 / -2.46 eV
spin multiplicity = 3
maximum force = 5.64 eV/A
energy relative to the best compared isomer or geometry (same formula, charge and spin) = 39.3 kcal/mol
calculated total energy = -80786.20095 eV

=====

Record 3
Formula: C22H24ClN3O3
Source: the OMol25 dataset
Level of theory: ωB97M-V/def2-TZVPD

Geometry (Å):
Cl 3.21326 1.29175 -3.31012
C 1.89120 0.14001 -3.31254
C 1.73024 -0.68781 -4.42177
C 0.68235 -1.60867 -4.47448
C -0.22393 -1.74509 -3.41525
O -1.24414 -2.64888 -3.65044
C -1.70855 -3.55334 -2.62410
C -0.75034 -4.68914 -2.34950
C -0.67913 -5.26404 -1.06961
C 0.13921 -6.37515 -0.83367
C 0.89649 -6.91941 -1.87523
C 0.83790 -6.35001 -3.15004
C 0.01692 -5.24333 -3.38502
C -0.08206 -0.90042 -2.28039
N -0.97824 -0.96703 -1.27193
C -0.87346 -0.15062 -0.22527
C 0.13477 0.79333 -0.14517
C 1.08910 0.89879 -1.14421
C 0.98372 0.04478 -2.24417
H 2.42479 -0.60446 -5.25277
H 0.55962 -2.23132 -5.35531
H -2.64098 -3.99400 -2.98885
H -1.96928 -3.05114 -1.69473
H -1.27104 -4.85595 -0.25568
H 0.18599 -6.81607 0.15770
H 1.53314 -7.78061 -1.69485
H 1.42551 -6.76992 -3.96099
H -0.03458 -4.81909 -4.38343
H -1.60828 -0.21510 0.57102
H 0.15306 1.45945 0.69217
H 1.87139 1.65055 -1.06316
C -1.53525 4.45024 1.56025
N -0.15750 4.23817 1.11946
C 0.86777 3.60801 1.71350
O 1.88568 3.45649 1.04795
C 0.83399 3.02059 3.15668
C 0.78255 1.48441 3.17800
N -0.21750 3.49726 4.05600
C -0.23828 4.72206 4.57816
C -1.33804 5.01446 5.57015
O 0.56938 5.59033 4.28555
H -1.57230 5.26870 2.28116
H -2.15265 4.72286 0.70228
H -1.94134 3.54095 2.00431
H 0.08062 4.59257 0.20489
H 1.78885 3.31197 3.59964
H 1.56307 1.08503 2.52798
H 0.96810 1.12559 4.19112
H -0.19365 1.12767 2.85020
H -0.91140 2.83796 4.36269
H -1.18058 6.00971 5.98488
H -2.30035 4.97677 5.06461
H -1.30579 4.28018 6.37231

Atoms 1-2, force components in eV/Å:
Cl -0.4 -0.3 0.1
C 0.1 -0.9 -1.6

Output
Kohn-Sham gap = 8.073 eV
LUMO energy = -0.04 eV
maximum force = 1.89 eV/A
energy relative to the best compared isomer or geometry (same formula, charge and spin) = 58.0 kcal/mol
calculated total energy = -46339.20363 eV

=====

Record 4
Formula: C22H24CoN14O2
Source: the OMol25 dataset
Level of theory: ωB97M-V/def2-TZVPD

Geometry (Å):
Co -0.04539 -0.19619 -0.47353
C -1.26369 2.43382 0.14578
N -1.40138 1.54537 -1.00076
C -0.92429 2.12513 -2.25271
C 0.48753 1.74471 -2.62570
C 1.24411 2.58346 -3.42991
C 2.50594 2.17335 -3.83294
C 2.96874 0.94028 -3.39874
C 2.14569 0.16191 -2.60621
N 0.93027 0.54971 -2.23435
C -2.73930 0.98268 -1.13560
C -2.69269 -0.43697 -1.64360
C -3.86256 -1.17066 -1.80167
C -3.78911 -2.48309 -2.23580
C -2.54148 -3.00647 -2.54718
C -1.42519 -2.21324 -2.35580
N -1.49087 -0.96947 -1.87840
C 0.12881 2.43819 0.71503
C 0.50292 3.38121 1.66593
C 1.79021 3.35589 2.16903
C 2.67560 2.41308 1.66608
C 2.21416 1.48920 0.74948
N 0.96200 1.48697 0.30408
H -1.91407 2.06417 0.94593
H -1.55315 3.46687 -0.10332
H -1.00831 3.22210 -2.24041
H -1.55791 1.75567 -3.06667
H 0.83925 3.53098 -3.75491
H 3.10775 2.79907 -4.47302
H 3.94381 0.57838 -3.68168
H 2.45635 -0.80731 -2.23593
H -3.37283 1.59305 -1.79448
H -3.20636 0.94269 -0.14620
H -4.81365 -0.72290 -1.56169
H -4.68324 -3.08355 -2.33060
H -2.44182 -4.01283 -2.92291
H -0.43548 -2.58325 -2.58877
H -0.21890 4.10510 2.01109
H 2.09579 4.05985 2.93138
H 3.69739 2.37465 2.00574
H 2.85594 0.71043 0.36103
N -0.51593 -3.09645 1.20235
C -1.40540 -2.09111 1.44087
N -2.50673 -2.24053 2.17125
N -3.07042 -1.04449 2.16992
N -2.37546 -0.20856 1.49148
N -1.29624 -0.82347 0.99514
C 0.65192 -2.96064 0.51172
N 1.58265 -3.90793 0.43796
N 2.53642 -3.38623 -0.31666
N 2.23045 -2.20120 -0.69126
N 1.03682 -1.86931 -0.18952
H -0.74993 -4.01425 1.54234
N 1.81633 -2.25738 3.94334
C 1.35781 -1.08181 4.67118
C 0.92458 -0.00989 3.66018
O 0.46313 1.04923 3.98381
O 1.16590 -0.35589 2.40637
H 2.59672 -2.71088 4.40032
H 1.58102 -1.25553 2.41908
H 1.08353 -2.94645 3.83046
H 2.18737 -0.64054 5.23013
H 0.53487 -1.26874 5.37248

Atoms 1-2, force components in eV/Å:
Co 0.0 0.2 -0.2
C -0.2 0.1 0.4

Output
Kohn-Sham gap (alpha / beta) = 7.919 / 7.918 eV
LUMO energy (alpha / beta) = 0.38 / 0.35 eV
spin multiplicity = 4
maximum force = 1.30 eV/A
energy relative to the best compared isomer or geometry (same formula, charge and spin) = 0.0 kcal/mol
calculated total energy = -85787.91544 eV

=====

Record 5
Formula: C22H24IN11Os
Source: the OMol25 dataset
Level of theory: ωB97M-V/def2-TZVPD

Geometry (Å):
Os 0.22712 -0.22075 0.34777
N -1.05488 3.53334 2.06920
C -0.42325 2.40625 1.89893
N -0.66918 1.56947 0.88290
C -1.69084 1.91759 -0.04018
N -1.99191 1.09814 -1.00522
N -1.23609 -0.03092 -0.94853
C -1.48741 -1.05245 -1.72083
C -0.66995 -2.23280 -1.51474
C -0.82301 -3.38000 -2.26303
C -0.00413 -4.47886 -1.98841
C 0.93283 -4.38129 -0.97631
C 1.03337 -3.19867 -0.25342
N 0.25811 -2.13843 -0.50232
C -2.39582 3.16247 0.12122
C -3.40890 3.57229 -0.75461
C -4.05240 4.77178 -0.53312
C -3.70437 5.57709 0.55626
C -2.70874 5.19094 1.43677
C -2.06677 3.98582 1.20658
H -0.80632 4.11664 2.86247
H 0.34475 2.14523 2.61400
H -2.28533 -1.00034 -2.45515
H -1.56815 -3.42221 -3.04720
H -0.10566 -5.39128 -2.56252
H 1.58764 -5.20834 -0.73783
H 1.75907 -3.09212 0.54171
H -3.67882 2.94467 -1.59192
H -4.83658 5.09340 -1.20479
H -4.22110 6.51408 0.71695
H -2.44341 5.81400 2.28215
C 6.14958 0.40402 -2.78736
C 5.21178 1.26163 -3.63062
C 4.24336 0.41708 -4.45145
C 4.48355 2.31264 -2.79136
N 3.60786 1.69230 -1.75657
C 2.36844 1.22563 -1.85796
N 2.03137 0.72546 -0.67809
N 3.10919 0.90156 0.12447
N 4.04448 1.48024 -0.51584
H 6.73845 -0.24711 -3.43122
H 5.59286 -0.24422 -2.10243
H 6.84440 1.00818 -2.20369
H 5.81299 1.86067 -4.32040
H 3.64643 -0.24626 -3.81313
H 4.79439 -0.23002 -5.13196
H 3.57282 1.02923 -5.05834
H 3.83206 2.93939 -3.39922
H 5.17172 2.94510 -2.23422
H 1.76396 1.26733 -2.74959
I 1.84105 -2.50317 5.99818
C 1.87439 -1.54608 4.24300
C 2.94086 -0.78237 3.72476
N 2.55033 -0.33162 2.55100
N 1.28438 -0.75070 2.23148
C 0.86222 -1.48213 3.24489
H 3.91781 -0.56181 4.13259
H 3.05290 0.22009 1.82789
H -0.11744 -1.93730 3.25146

Atoms 1-2, force components in eV/Å:
Os 0.0 0.0 0.0
N 0.0 0.0 0.0

Output
Kohn-Sham gap (alpha / beta) = 6.874 / 4.040 eV
LUMO energy (alpha / beta) = -12.28 / -15.20 eV
spin multiplicity = 5
maximum force = 0.07 eV/A
total charge = +4
energy relative to the best compared isomer or geometry (same formula, charge and spin) = 0.0 kcal/mol
calculated total energy = -50120.13750 eV

=====

Record 6
Formula: C22H24MnN6OS2Sb
Source: the OMol25 dataset
Level of theory: ωB97M-V/def2-TZVPD

Geometry (Å):
Mn -0.31018 0.17279 0.29521
C -1.79181 1.41787 -2.36466
C -0.70517 2.31798 -1.87470
C -0.54069 3.60164 -2.36736
C 0.46866 4.40586 -1.86937
C 1.30901 3.90000 -0.89026
C 1.10464 2.61033 -0.42779
N 0.11707 1.84074 -0.91988
Sb 2.55864 1.87693 0.99372
C 2.66960 0.00858 -0.07764
C 3.94322 -0.40968 -0.41281
C 4.10913 -1.58028 -1.13608
C 2.98097 -2.27434 -1.51116
C 1.71687 -1.81717 -1.15628
C 0.52546 -2.59439 -1.61436
N 1.55902 -0.68819 -0.42434
C 1.38055 0.93684 2.53519
C 1.77044 1.23114 3.82899
C 1.12959 0.60125 4.88562
C 0.13460 -0.31527 4.60838
C -0.22027 -0.58516 3.29406
C -1.29678 -1.56652 2.97141
N 0.40556 0.04327 2.27694
H -2.32650 1.87701 -3.19376
H -2.49122 1.22007 -1.54765
H -1.37589 0.46510 -2.69979
H -1.20696 3.96263 -3.13832
H 0.59814 5.41460 -2.23860
H 2.11309 4.50111 -0.48750
H 4.80031 0.17886 -0.11394
H 5.09472 -1.93162 -1.41111
H 3.06021 -3.18186 -2.09226
H 0.84388 -3.40136 -2.27031
H -0.17117 -1.95809 -2.16022
H -0.00998 -3.02043 -0.76768
H 2.56154 1.94664 4.00896
H 1.40417 0.82262 5.90847
H -0.37832 -0.83478 5.40540
H -1.59946 -2.11132 3.86194
H -0.95560 -2.28537 2.22551
H -2.17445 -1.05568 2.56954
C -2.69251 -4.55431 -1.05259
N -3.13910 -3.43164 -1.87082
C -3.86910 -3.54457 -3.04206
C -4.12537 -2.29697 -3.47953
N -3.54734 -1.44075 -2.56375
C -2.94750 -2.13349 -1.57839
S -2.21929 -1.52888 -0.15388
H -3.23778 -5.44043 -1.36297
H -2.90187 -4.34512 -0.00712
H -1.62572 -4.72085 -1.18576
H -4.14082 -4.49982 -3.45383
H -4.66855 -1.95043 -4.33954
H -3.61650 -0.43790 -2.57361
O -0.48970 3.26101 2.07812
S -1.71147 2.54027 1.77394
N -1.63711 1.25260 1.01901

Atoms 1-2, force components in eV/Å:
Mn 0.7 -0.1 -0.3
C 0.0 0.0 0.0

Output
Kohn-Sham gap (alpha / beta) = 6.337 / 7.191 eV
LUMO energy (alpha / beta) = -7.46 / -6.67 eV
spin multiplicity = 5
maximum force = 0.74 eV/A
total charge = +2
energy relative to the best compared isomer or geometry (same formula, charge and spin) = 0.0 kcal/mol
calculated total energy = -93706.88476 eV

=====

The highest calculated total energy belongs to which entry?
C22H24ClN3O3